Entry 1:
DFT (wB97M-V/def2-TZVPD) results for a structure of composition C28H22NO3PS2Sc.

The geometry in ORCA input format:
```
! RIJCOSX wB97M-V def2-TZVPD def2/J DEFGRID3
* xyz 1 1
Sc -0.73 0.24 0.68
C -1.98 -0.22 3.53
C -0.49 -0.24 3.74
C 0.07 -0.28 5.02
C 1.43 -0.26 5.12
C 2.25 -0.21 3.97
C 3.66 -0.17 4.03
C 4.38 -0.13 2.87
C 3.72 -0.15 1.62
C 2.36 -0.19 1.51
S 1.57 -0.26 -0.08
C 1.61 -0.20 2.72
N 0.24 -0.20 2.64
H -2.46 0.46 4.24
H -2.40 -1.22 3.67
H -3.15 0.27 1.84
H -0.56 -0.31 5.89
H 1.91 -0.27 6.10
H 4.15 -0.17 5.00
H 5.46 -0.10 2.90
H 4.31 -0.15 0.71
O -2.20 0.22 2.19
S -3.60 1.14 -0.47
O -4.25 0.49 0.71
O -2.16 0.48 -0.59
C -3.24 2.81 0.13
C -4.45 3.46 0.37
C -4.46 4.79 0.79
C -3.27 5.47 0.95
C -2.07 4.82 0.71
C -2.02 3.49 0.29
P -0.38 2.72 0.02
C 0.13 3.18 -1.64
C 0.17 2.23 -2.66
C 0.52 2.61 -3.95
C 0.82 3.93 -4.22
C 0.78 4.89 -3.21
C 0.43 4.51 -1.92
C 0.77 3.46 1.20
C 2.11 3.61 0.85
C 3.05 3.94 1.81
C 2.66 4.12 3.13
C 1.33 3.97 3.49
C 0.39 3.64 2.53
H -5.38 2.93 0.25
H -5.41 5.28 0.97
H -3.27 6.50 1.27
H -1.14 5.36 0.86
H -0.06 1.19 -2.45
H 0.55 1.87 -4.73
H 1.09 4.23 -5.23
H 1.01 5.92 -3.43
H 0.41 5.26 -1.14
H 2.43 3.45 -0.18
H 4.09 4.06 1.53
H 3.40 4.38 3.88
H 1.02 4.12 4.52
H -0.65 3.53 2.82
*
```

Summary:
LUMO level   -3.3 eV
Molecular weight   560.6 u
Orbital gap   7.46 eV
E_HOMO   -0.39434 hartree
E_tot   -3259.09275 Eh

Here are the Löwdin charges for atoms 1 to 2, given in e: Sc 0.756; C -0.106



Entry 2:
DFT (wB97M-V/def2-TZVPD) results for a structure of composition C24H20AsO8ReSSi.

The geometry in ORCA input format:
```
! RIJCOSX wB97M-V def2-TZVPD def2/J DEFGRID3
* xyz 1 4
Re 0.23 -0.30 0.51
O -1.51 0.77 2.59
As -0.35 -0.27 3.46
O -0.92 -1.73 2.46
O 0.98 -0.06 2.41
C -2.17 -2.06 2.11
C -3.24 -2.07 3.00
C -4.48 -2.51 2.58
C -4.68 -2.94 1.28
C -3.63 -2.89 0.37
C -2.39 -2.45 0.79
S -1.06 -2.31 -0.40
O -1.12 -0.88 -0.90
O -1.23 -3.28 -1.43
O 0.27 -2.31 0.27
H -1.38 1.71 2.77
H -3.05 -1.74 4.02
H -5.30 -2.50 3.28
H -5.65 -3.30 0.97
H -3.74 -3.19 -0.66
O 0.11 1.49 0.50
O 0.47 2.40 1.30
C 4.93 0.28 3.15
C 4.65 1.42 2.41
C 3.90 1.32 1.25
C 3.45 0.08 0.80
C 3.73 -1.06 1.57
C 4.47 -0.96 2.73
Si 2.44 -0.05 -0.81
C 2.56 -1.65 -1.80
C 1.52 -1.94 -2.71
C 1.52 -3.12 -3.42
C 2.56 -4.02 -3.26
C 3.61 -3.73 -2.40
C 3.61 -2.55 -1.67
C 2.37 1.48 -1.95
C 1.23 2.25 -2.18
C 1.28 3.37 -3.00
C 2.47 3.72 -3.62
C 3.60 2.95 -3.43
C 3.56 1.84 -2.60
H 5.49 0.36 4.07
H 5.00 2.38 2.74
H 3.68 2.21 0.68
H 3.34 -2.02 1.26
H 4.68 -1.84 3.32
H 0.71 -1.24 -2.84
H 0.71 -3.34 -4.10
H 2.56 -4.95 -3.81
H 4.43 -4.42 -2.29
H 4.44 -2.32 -1.01
H 0.29 1.99 -1.70
H 0.39 3.96 -3.15
H 2.51 4.60 -4.24
H 4.53 3.20 -3.91
H 4.44 1.25 -2.43
*
```

Summary:
LUMO level (alpha / beta)   -5.6 / -6.1 eV
Expectation value of S²   3.771
Molecular weight   757.7 u
Orbital gap (alpha / beta)   6.26 / 5.72 eV
E_HOMO (alpha / beta)   -0.43623 / -0.43417 hartree
E_tot   -4529.83126 Eh

Here are the Löwdin charges for atoms 1 to 2, given in e: Re 1.611; O -0.367



Entry 3:
DFT (wB97M-V/def2-TZVPD) results for a structure of composition C28H37Cl3CuN5OS3Si3.

The geometry in ORCA input format:
```
! RIJCOSX wB97M-V def2-TZVPD def2/J DEFGRID3
* xyz -1 2
Cu -1.74 -1.07 1.07
C -4.34 1.52 2.16
Si -2.96 1.60 0.85
C -1.40 2.25 1.81
C -3.57 3.14 -0.17
C -2.62 0.19 -0.17
Si -3.99 -0.92 -0.77
C -4.67 -2.05 0.69
C -5.57 -0.05 -1.32
C -3.27 -2.07 -2.07
H -4.27 2.52 2.61
H -4.11 0.71 2.86
H -5.35 1.41 1.74
H -1.63 2.88 2.61
H -0.67 2.60 1.10
H -1.01 1.39 2.30
H -3.49 4.03 0.44
H -4.57 3.12 -0.65
H -2.88 3.21 -0.98
H -1.94 0.47 -0.95
H -5.14 -1.55 1.54
H -3.81 -2.67 1.10
H -5.31 -2.83 0.24
H -5.96 0.64 -0.59
H -6.30 -0.83 -1.39
H -5.48 0.38 -2.29
H -2.70 -2.82 -1.54
H -2.65 -1.58 -2.81
H -4.04 -2.60 -2.56
S -1.46 -6.71 5.12
C -1.22 -5.16 4.56
S -2.41 -4.01 4.23
C -1.19 -2.81 3.75
N 0.03 -3.27 3.77
N -0.01 -4.58 4.25
C 1.23 -5.24 4.56
C 1.83 -6.14 3.71
C 3.05 -6.71 3.98
C 3.63 -6.38 5.22
C 3.09 -5.44 6.09
C 1.85 -4.91 5.77
S -1.72 -1.18 3.37
H 1.40 -6.37 2.74
H 3.50 -7.43 3.30
H 4.59 -6.84 5.46
H 3.60 -5.26 7.06
H 1.47 -4.14 6.43
Cl 0.30 -3.90 -0.32
Si 0.08 -1.75 -0.23
Cl 0.17 -1.24 -2.22
Cl 1.99 -0.98 0.39
C 3.20 -0.28 -4.60
C 3.61 0.95 -3.80
C 4.07 2.11 -4.45
C 4.34 3.26 -3.75
C 4.20 3.29 -2.35
N 4.45 4.48 -1.57
C 4.06 5.70 -2.08
O 4.83 6.64 -2.07
N 2.79 5.68 -2.57
C 1.74 4.72 -2.33
C 1.11 4.14 -3.43
C 0.05 3.21 -3.24
C -0.19 2.83 -1.94
N 0.35 3.44 -0.88
C 1.36 4.29 -1.07
C 3.75 2.14 -1.74
C 3.39 1.00 -2.47
H 2.31 -0.75 -4.17
H 4.03 -1.02 -4.52
H 3.09 -0.05 -5.65
H 4.15 2.01 -5.50
H 4.55 4.18 -4.26
H 5.41 4.56 -1.23
H 2.53 6.55 -3.03
H 1.34 4.50 -4.45
H -0.43 2.82 -4.14
H -0.86 2.04 -1.74
H 1.85 4.72 -0.19
H 3.56 2.11 -0.71
H 2.99 0.12 -1.96
*
```

Summary:
LUMO level (alpha / beta)   2.2 / 0.8 eV
Expectation value of S²   0.756
Molecular weight   810.0 u
Orbital gap (alpha / beta)   7.48 / 6.30 eV
E_HOMO (alpha / beta)   -0.19371 / -0.20191 hartree
E_tot   -6522.58351 Eh

Here are the Löwdin charges for atoms 1 to 2, given in e: Cu -0.035; C -0.186



Entry 4:
DFT (wB97M-V/def2-TZVPD) results for a structure of composition C22H48F3N3NaO8S.

The geometry in ORCA input format:
```
! RIJCOSX wB97M-V def2-TZVPD def2/J DEFGRID3
* xyz -1 1
Na 0.34 -0.11 -0.61
C 3.16 -0.11 -4.43
F 2.59 1.09 -4.65
F 2.52 -1.11 -5.05
F 4.42 -0.09 -4.90
S 3.37 -0.44 -2.58
O 4.01 0.78 -2.02
O 2.01 -0.58 -2.06
O 4.15 -1.71 -2.45
C 0.91 4.49 1.96
C 0.31 3.07 1.64
C -1.17 3.11 2.25
C -2.19 3.86 1.37
C -2.12 3.38 -0.04
C -0.75 3.36 -0.70
N 0.21 2.69 0.21
O 1.36 2.17 -0.40
C -0.31 4.81 -0.97
C -0.96 2.68 -2.09
C 1.04 1.98 2.45
H 0.99 4.51 3.05
H 0.39 5.37 1.58
H 1.91 4.56 1.53
H -1.10 3.63 3.21
H -1.51 2.07 2.33
H -1.96 4.92 1.45
H -3.23 3.78 1.69
H -2.79 4.10 -0.52
H -2.54 2.39 0.11
H 0.72 5.06 -0.71
H -1.04 5.50 -0.54
H -0.25 4.98 -2.04
H -1.63 3.20 -2.78
H -1.43 1.72 -1.89
H 0.00 2.45 -2.55
H 2.10 1.90 2.23
H 0.46 1.07 2.32
H 1.12 2.23 3.51
C -2.43 -3.21 2.88
O -1.52 -2.13 2.61
C -2.22 -0.89 2.37
C -3.13 -0.83 1.16
N -2.27 -0.89 -0.02
C -3.05 -0.66 -1.24
C -2.45 -1.36 -2.50
O -1.14 -0.90 -2.69
C -0.52 -1.51 -3.82
H -3.00 -3.00 3.78
H -1.89 -4.14 3.03
H -3.12 -3.39 2.06
H -1.46 -0.11 2.31
H -2.74 -0.49 3.24
H -3.64 0.14 1.17
H -3.85 -1.65 1.06
H -1.84 -1.80 -0.10
H -3.28 0.39 -1.40
H -3.92 -1.29 -1.09
H -3.14 -1.20 -3.33
H -2.56 -2.44 -2.42
H 0.41 -1.02 -4.11
H -1.25 -1.47 -4.62
H -0.25 -2.54 -3.62
C -1.50 -5.19 -0.09
O -0.63 -4.21 0.49
C 0.28 -3.62 -0.47
C 1.41 -2.97 0.22
N 0.88 -1.88 1.10
C 1.88 -1.47 2.10
C 3.12 -0.80 1.44
O 4.19 -1.75 1.14
C 5.33 -0.94 0.89
H -2.23 -5.33 0.71
H -0.97 -6.10 -0.38
H -2.07 -4.70 -0.88
H -0.16 -2.86 -1.13
H 0.74 -4.36 -1.13
H 2.08 -2.63 -0.57
H 2.03 -3.60 0.85
H 0.01 -2.21 1.49
H 2.09 -2.32 2.75
H 1.27 -0.79 2.68
H 3.46 -0.06 2.16
H 2.85 -0.28 0.52
H 6.14 -1.55 0.48
H 5.63 -0.57 1.87
H 5.36 -0.18 0.11
*
```

Summary:
LUMO level   1.8 eV
Molecular weight   594.7 u
Orbital gap   3.86 eV
E_HOMO   -0.07713 hartree
E_tot   -2493.24312 Eh

Here are the Löwdin charges for atoms 1 to 2, given in e: Na 0.299; C -0.648



Entry 5:
DFT (wB97M-V/def2-TZVPD) results for a structure of composition C46H50As3CaI2N4O2S3.

The geometry in ORCA input format:
```
! RIJCOSX wB97M-V def2-TZVPD def2/J DEFGRID3
* xyz 1 1
Ca -0.18 0.16 0.59
O -1.32 3.79 1.93
S -0.90 2.44 2.24
O 0.47 2.15 1.61
N -1.89 1.30 1.67
C -3.24 1.40 1.90
C -3.81 2.39 2.71
C -5.20 2.55 2.72
C -6.04 1.79 1.92
C -5.53 0.75 1.11
C -6.31 -0.04 0.23
C -5.73 -1.10 -0.47
C -4.40 -1.42 -0.21
N -3.62 -0.63 0.56
C -4.11 0.50 1.15
C -0.68 2.14 3.94
C -0.58 3.25 4.76
C -0.49 3.04 6.13
C -0.51 1.75 6.68
C -0.62 0.65 5.83
C -0.70 0.84 4.44
H -3.16 3.04 3.27
H -5.63 3.28 3.37
H -7.10 1.95 1.95
H -7.35 0.21 0.12
H -6.27 -1.67 -1.21
H -3.94 -2.30 -0.66
H -0.60 4.24 4.33
H -0.41 3.92 6.76
H -0.46 1.62 7.74
H -0.65 -0.36 6.22
H -0.85 -0.03 3.79
C 2.26 -1.27 4.19
As 2.08 -0.51 2.36
C 3.05 1.19 2.91
C 3.59 -1.56 1.64
C 4.24 -1.26 0.24
C 4.76 0.23 0.21
C 3.29 -1.58 -0.93
As 1.76 -0.39 -1.31
C 2.62 1.22 -2.17
C 1.43 -1.27 -3.08
C 5.44 -2.26 0.18
As 6.91 -2.27 -1.22
C 7.99 -0.72 -0.57
C 6.25 -1.36 -2.90
H 3.30 -1.27 4.51
H 1.86 -2.28 4.11
H 1.62 -0.69 4.86
H 4.10 0.98 3.14
H 2.52 1.60 3.78
H 2.98 1.88 2.09
H 3.17 -2.59 1.66
H 4.36 -1.51 2.41
H 3.98 0.97 0.37
H 5.23 0.44 -0.74
H 5.52 0.34 0.99
H 2.82 -2.57 -0.79
H 3.84 -1.60 -1.89
H 3.53 0.92 -2.69
H 2.85 1.96 -1.41
H 1.91 1.62 -2.89
H 2.36 -1.22 -3.67
H 0.65 -0.73 -3.61
H 1.14 -2.31 -2.95
H 5.05 -3.29 0.07
H 6.02 -2.20 1.11
H 8.21 -0.84 0.49
H 7.50 0.24 -0.77
H 8.94 -0.77 -1.12
H 5.53 -2.01 -3.39
H 7.11 -1.23 -3.56
H 5.78 -0.40 -2.68
S -2.49 5.64 -3.43
C -2.15 7.12 -2.57
C -1.62 6.90 -1.33
C -1.47 5.52 -1.05
C -1.91 4.73 -2.10
C -1.90 3.29 -2.19
C -1.20 2.53 -1.24
N -1.17 1.19 -1.29
C -1.82 0.51 -2.26
C -2.56 1.22 -3.29
C -3.22 0.50 -4.33
C -3.19 -0.87 -4.37
C -2.50 -1.62 -3.37
C -2.48 -3.03 -3.35
C -1.79 -3.70 -2.32
C -1.10 -2.93 -1.35
N -1.10 -1.59 -1.32
C -1.78 -0.94 -2.30
C -1.80 -5.16 -2.23
C -2.41 -6.04 -3.10
C -2.24 -7.39 -2.71
C -1.55 -7.50 -1.54
S -1.06 -5.96 -0.89
C -2.57 2.61 -3.22
H -2.37 8.07 -3.03
H -1.34 7.70 -0.67
H -1.09 5.09 -0.14
H -0.67 3.01 -0.42
H -3.71 1.07 -5.10
H -3.68 -1.42 -5.15
H -3.04 -3.59 -4.09
H -0.54 -3.44 -0.57
H -2.93 -5.72 -3.98
H -2.61 -8.25 -3.26
H -1.30 -8.41 -1.02
H -3.10 3.18 -3.97
I -2.03 -1.83 1.66
I -0.25 -3.72 2.77
*
```

Summary:
LUMO level   -3.1 eV
Molecular weight   1305.8 u
Orbital gap   7.01 eV
E_HOMO   -0.37153 hartree
E_tot   -11327.19434 Eh

Here are the Löwdin charges for atoms 1 to 2, given in e: Ca 0.747; O -0.291



Entry 6:
DFT (wB97M-V/def2-TZVPD) results for the ion C3H4N3 with charge +1.

The geometry in ORCA input format:
```
! RIJCOSX wB97M-V def2-TZVPD def2/J DEFGRID3
* xyz 1 1
C -0.12 0.47 -0.86
C 1.37 -1.20 -0.09
C -0.29 -0.16 1.42
N 0.77 -0.86 1.08
N 0.62 -0.57 -1.16
N -0.69 0.69 0.39
H -0.44 1.25 -1.70
H -0.79 -0.28 2.49
H 0.92 -0.80 -2.20
H -1.35 1.47 0.63
*
```

Summary:
LUMO level   -5.8 eV
Molecular weight   82.1 u
Orbital gap   7.82 eV
E_HOMO   -0.50003 hartree
E_tot   -280.58341 Eh

Here are the Löwdin charges for atoms 1 to 2, given in e: C -0.035; C 0.025